107
Properties=species:S:1:pos:R:3:mulliken_charge:R:1 method="wB97M-V/def2-TZVPD" relative_energy_kj_mol=0.00 total_charge=+1 orbital_gap_ha=0.2504 mol_weight_g_mol=700.58 e_lumo_ev=-4.141 homo_ev=-10.954 e_tot_ev=-77294.0211
C -4.375 -2.670 4.517 -1.07
C -4.519 -2.440 2.933 0.04
C -4.295 -3.858 2.181 -0.53
C -4.648 -3.744 0.619 -1.16
C -3.902 -2.510 -0.126 -0.65
C -2.324 -2.890 -0.301 0.62
C -1.870 -2.818 -1.839 -0.95
C -0.626 -1.855 -2.147 -1.13
C -0.571 -0.523 -1.288 1.11
C 0.211 -0.434 0.086 0.08
C 0.964 -1.754 0.638 -0.52
B 0.590 -2.109 2.176 0.66
O 1.376 -2.964 3.039 -0.73
O -0.645 -1.555 2.698 -0.61
N 0.319 0.716 0.882 -0.93
N -0.257 1.817 0.425 0.24
C -1.028 2.049 -0.753 0.23
C -1.596 3.524 -1.045 -0.59
C -2.323 4.122 0.265 -0.47
C -3.880 4.351 -0.056 -0.42
C -4.472 5.334 1.071 -0.67
N -5.797 4.788 1.508 -0.37
C -5.574 3.618 2.396 0.59
C -4.809 3.719 3.801 -0.90
O -5.977 2.489 1.998 -0.57
C -1.240 0.833 -1.728 0.26
C -2.047 0.974 -3.095 0.09
C -3.252 -0.116 -3.239 -1.13
C -1.091 0.830 -4.416 -0.94
C 0.476 0.943 -4.084 -0.61
H -3.896 -3.706 4.659 0.31
H -3.654 -1.901 4.947 0.26
H -5.420 -2.596 4.969 0.30
H -3.696 -1.747 2.516 -0.07
H -5.531 -1.990 2.616 0.34
H -3.212 -4.228 2.254 0.18
H -5.032 -4.586 2.666 0.40
H -4.401 -4.750 0.107 0.30
H -5.796 -3.658 0.550 0.38
H -4.436 -2.408 -1.136 0.41
H -4.037 -1.518 0.415 0.36
H -2.263 -3.995 0.030 0.49
H -1.669 -2.311 0.428 -0.73
H -2.792 -2.622 -2.502 0.39
H -1.533 -3.885 -2.129 0.35
H 0.332 -2.480 -2.100 0.67
H -0.724 -1.532 -3.251 0.10
H 0.863 -2.626 -0.085 0.11
H 2.086 -1.469 0.635 0.40
H 1.467 -3.866 2.657 0.33
H -0.924 -2.053 3.498 0.27
H -0.132 2.660 1.022 0.36
H -2.201 3.597 -2.002 0.34
H -0.655 4.175 -1.214 0.34
H -2.117 3.506 1.206 0.22
H -1.882 5.168 0.479 0.34
H -3.945 4.762 -1.123 0.30
H -4.377 3.323 -0.061 0.26
H -3.705 5.388 1.932 0.29
H -4.532 6.409 0.662 0.32
H -6.224 4.378 0.659 0.36
H -4.728 4.847 4.033 0.34
H -3.777 3.228 3.781 0.19
H -5.486 3.256 4.601 0.33
H -2.561 1.992 -3.224 0.34
H -4.069 0.346 -3.885 0.44
H -2.839 -1.019 -3.814 0.24
H -3.617 -0.475 -2.215 0.07
H -1.276 -0.139 -4.988 0.35
H -1.339 1.687 -5.143 0.37
H 0.814 -0.070 -3.686 0.08
H 0.706 1.820 -3.394 0.18
H 1.005 1.163 -5.086 0.37
C 5.998 -1.711 8.090 -0.63
O 5.777 -2.127 6.763 -0.37
P 5.043 -1.251 5.483 1.11
O 6.153 -1.624 4.511 -0.59
O 5.351 0.195 6.202 -0.36
C 6.679 0.669 6.338 -0.76
O 4.162 -0.407 4.266 -0.40
C 2.930 -1.043 3.923 -0.80
H 5.966 -2.601 8.731 0.26
H 7.011 -1.317 8.177 0.26
H 5.249 -0.988 8.437 0.33
H 7.428 -0.044 6.001 0.39
H 6.854 0.872 7.404 0.27
H 6.791 1.617 5.813 0.24
H 2.275 -1.085 4.790 0.39
H 3.122 -2.038 3.539 0.52
H 2.447 -0.445 3.135 0.15
C 6.621 -1.626 -5.905 -0.65
O 5.398 -1.052 -5.506 -0.32
P 4.768 0.492 -5.909 1.06
O 3.417 -0.121 -6.252 -0.61
O 5.717 0.591 -7.248 -0.35
C 5.525 -0.291 -8.340 -0.75
O 4.175 2.068 -6.276 -0.25
C 4.075 2.911 -5.129 -0.72
H 6.949 -2.305 -5.107 0.24
H 6.453 -2.253 -6.780 0.27
H 7.401 -0.876 -6.085 0.34
H 4.769 -1.050 -8.154 0.37
H 6.481 -0.799 -8.532 0.28
H 5.282 0.276 -9.238 0.25
H 5.056 3.060 -4.683 0.35
H 3.386 2.477 -4.404 0.27
H 3.678 3.883 -5.455 0.25